A structure of composition C29H56GeN4OPtSi3 in a non-equilibrium geometry, computed with ωB97M-V/def2-TZVPD.

Properties
- total charge = +1
- <S²> = 3.794
- Kohn-Sham gap (spin up / spin down) (eV) = 8.3 / 5.3
- spin multiplicity = 4
- lowest unoccupied orbital energy (spin up / spin down) (eV) = -1.712 / -4.990

Each line ends with the Mulliken spin population.
CARTESIAN COORDINATES (ANGSTROEM)
Pt1 -0.89 0.22 -0.01  1.385
C1 0.60 2.32 -1.64  0.028
N1 0.00 2.28 -0.27  0.104
C2 1.03 2.45 0.79  0.015
C3 -1.06 3.25 -0.15  0.091
C4 -0.81 4.62 -0.16  -0.075
C5 -1.85 5.50 0.16  0.161
C6 -3.08 4.96 0.49  -0.073
C7 -3.38 3.60 0.41  0.151
C8 -2.37 2.72 0.05  -0.019
N2 -2.55 1.35 -0.02  0.731
C9 -3.78 0.73 0.31  -0.044
C10 -4.16 0.67 1.64  0.032
C11 -5.47 0.29 1.85  -0.011
C12 -6.34 0.04 0.78  0.030
C13 -5.96 0.01 -0.53  -0.014
C14 -4.69 0.51 -0.82  0.012
N3 -4.24 0.63 -2.15  0.005
C15 -4.35 1.84 -2.93  0.004
C16 -4.26 -0.60 -2.95  -0.001
H1 1.00 3.34 -1.84  0.003
H2 -0.18 2.12 -2.36  -0.012
H3 1.37 1.56 -1.74  0.001
H4 1.58 3.37 0.59  0.004
H5 1.63 1.55 0.70  -0.007
H6 0.52 2.49 1.76  -0.012
H7 0.20 4.98 -0.27  0.001
H8 -1.71 6.58 0.18  0.006
H9 -3.86 5.62 0.90  -0.001
H10 -4.38 3.26 0.57  0.002
H11 -3.46 0.88 2.44  -0.011
H12 -5.89 0.12 2.86  0.000
H13 -7.39 -0.21 1.03  0.002
H14 -6.69 -0.28 -1.29  0.001
H15 -5.40 2.03 -3.26  0.000
H16 -3.62 1.77 -3.78  0.000
H17 -4.06 2.73 -2.33  -0.002
H18 -3.52 -0.49 -3.72  0.000
H19 -5.23 -0.75 -3.45  0.001
H20 -4.05 -1.51 -2.37  -0.002
C17 7.49 3.12 0.11  0.000
N4 6.38 2.17 0.32  0.000
C18 6.04 1.68 1.67  0.000
C19 5.65 1.65 -0.73  0.001
C20 6.30 1.74 -2.11  0.000
O1 4.53 1.16 -0.51  0.005
H21 7.99 3.22 1.09  0.000
H22 7.10 4.08 -0.28  0.000
H23 8.20 2.67 -0.63  0.000
H24 6.77 2.04 2.39  0.000
H25 5.99 0.58 1.69  0.000
H26 5.03 2.04 1.91  0.000
H27 7.29 1.22 -2.10  0.000
H28 6.34 2.78 -2.46  0.000
H29 5.61 1.27 -2.81  0.000
C21 -3.19 -3.10 0.47  -0.004
Si1 -1.65 -3.19 1.58  0.038
C22 -1.37 -5.06 1.79  0.027
C23 -2.02 -2.31 3.22  0.015
Ge1 -0.19 -1.99 0.31  0.196
Si2 1.76 -1.95 1.85  0.063
C24 1.59 -0.38 2.93  0.018
C25 3.41 -1.82 0.93  0.011
C26 1.77 -3.41 3.03  0.013
Si3 0.81 -2.58 -1.78  0.067
C27 -0.68 -3.05 -2.88  0.007
C28 1.75 -1.23 -2.61  0.015
C29 1.96 -4.07 -1.65  0.037
H30 -3.95 -3.88 0.78  0.001
H31 -3.00 -3.28 -0.61  0.003
H32 -3.66 -2.10 0.55  0.010
H33 -0.69 -5.26 2.62  -0.001
H34 -0.94 -5.47 0.89  0.000
H35 -2.36 -5.56 1.86  0.002
H36 -2.91 -2.71 3.68  0.000
H37 -2.15 -1.27 2.94  -0.008
H38 -1.20 -2.34 3.98  0.000
H39 0.57 -0.04 3.04  0.001
H40 2.11 0.43 2.51  0.002
H41 1.95 -0.59 3.93  -0.003
H42 3.50 -0.92 0.29  -0.007
H43 3.70 -2.72 0.41  0.000
H44 4.13 -1.65 1.76  0.002
H45 0.98 -3.27 3.80  -0.001
H46 2.77 -3.38 3.53  0.003
H47 1.66 -4.41 2.60  0.000
H48 -1.47 -2.31 -2.68  -0.001
H49 -1.11 -4.04 -2.72  0.002
H50 -0.32 -3.03 -3.91  0.004
H51 1.12 -0.32 -2.77  -0.010
H52 2.15 -1.58 -3.60  -0.001
H53 2.61 -0.89 -2.02  0.002
H54 1.59 -4.97 -1.07  0.003
H55 3.00 -3.88 -1.30  -0.004
H56 2.04 -4.39 -2.69  0.005